Record 1
# C41H111NO15

A cluster of 14 separate species, C41H111NO15 in total in a non-equilibrium geometry (ωB97M-V/def2-TZVPD, OMol25).

Cartesian coordinates (Å):
C1 16.4956 0.2401 25.8687
O1 15.6365 0.9310 24.9659
H1 16.2993 -0.7308 25.4139
H2 17.5531 0.5040 25.8795
H3 16.0483 0.0984 26.8526
H4 15.5708 0.3659 24.1926
C2 15.8141 4.6475 28.0214
O2 16.8838 4.2068 27.1825
H5 14.9380 3.9994 27.9986
H6 16.0828 4.5525 29.0735
H7 15.4227 5.6354 27.7784
H8 16.5897 4.0177 26.2885
C3 11.9559 7.4691 26.7691
O3 12.1076 6.1538 26.3816
C4 12.7202 5.9896 25.0571
C5 13.1218 4.4478 24.9131
N1 12.1051 3.4799 24.5451
C6 11.0406 3.5753 25.4917
C7 10.0288 2.4160 25.3728
O4 10.5957 1.0683 25.5863
C8 10.2254 0.3891 26.7067
H9 11.2266 7.9963 26.1542
H10 12.9195 7.9776 26.7354
H11 11.4949 7.4340 27.7562
H12 13.5831 6.6359 24.8966
H13 11.9764 6.2859 24.3174
H14 13.6632 4.1186 25.8000
H15 13.8243 4.4255 24.0800
H16 12.5027 2.5516 24.5248
H17 10.5005 4.5196 25.5594
H18 11.4137 3.5532 26.5156
H19 9.5154 2.3763 24.4121
H20 9.2442 2.6751 26.0837
H21 9.1358 0.3600 26.7198
H22 10.4121 0.9786 27.6043
H23 10.6999 -0.5450 27.0075
C9 14.8342 6.0397 31.1379
C10 14.0472 6.8423 32.1749
C11 13.8497 6.1323 33.4494
O5 14.8124 7.9882 32.5010
H24 14.8365 6.6047 30.2057
H25 14.2767 5.1298 30.9159
H26 15.8927 5.9476 31.3810
H27 13.0680 6.9629 31.7115
H28 13.2746 6.7675 34.1232
H29 14.8237 6.0250 33.9268
H30 13.3182 5.1856 33.3531
H31 15.2395 7.8521 33.3499
C12 18.7657 7.0058 32.7396
C13 19.5577 6.1886 31.7628
C14 19.0452 4.6647 31.8044
O6 19.2503 6.6975 30.4834
H32 17.7450 7.0942 32.3674
H33 19.1009 8.0411 32.8012
H34 18.7745 6.5079 33.7093
H35 20.6259 6.2913 31.9540
H36 19.7016 4.1058 31.1374
H37 18.0045 4.5726 31.4937
H38 19.0853 4.3438 32.8453
H39 19.5637 6.0522 29.8455
C15 11.2726 3.9399 31.0431
C16 10.0218 4.3963 31.7863
C17 9.9197 5.8969 31.8031
O7 8.8452 3.9412 31.1103
H40 11.3038 2.8515 30.9934
H41 12.2084 4.3171 31.4555
H42 11.3255 4.2404 29.9967
H43 9.9972 4.1474 32.8472
H44 10.7980 6.3698 32.2426
H45 9.0806 6.2398 32.4083
H46 9.8280 6.2363 30.7714
H47 8.1845 3.8952 31.8052
C18 21.4891 3.8110 28.2413
C19 20.0296 3.7070 27.8279
C20 19.2298 2.4601 28.3016
O8 19.3130 4.7210 28.4640
H48 21.7142 4.8539 28.0178
H49 22.2649 3.0765 28.0253
H50 21.5898 3.7985 29.3266
H51 20.0474 3.6411 26.7400
H52 18.2546 2.2879 27.8462
H53 18.9317 2.4828 29.3498
H54 19.8740 1.5816 28.3390
H55 18.4241 4.7805 28.1063
C21 17.4376 5.0672 23.2285
C22 17.3093 3.6486 23.5859
C23 18.6077 3.0539 24.0326
O9 16.3250 3.4330 24.6649
H56 17.9002 5.7222 23.9668
H57 16.4693 5.4272 22.8809
H58 18.0269 5.1776 22.3182
H59 16.9287 3.0217 22.7796
H60 19.3159 3.1676 23.2118
H61 18.5908 1.9773 24.2020
H62 19.0734 3.5858 24.8623
H63 16.1476 2.5110 24.8649
C24 16.0394 9.2705 27.8973
C25 17.4280 9.0357 27.3856
C26 17.5830 7.6582 26.7580
O10 17.5534 10.0216 26.4109
H64 15.2917 9.1897 27.1084
H65 16.1483 10.2678 28.3236
H66 15.8660 8.5638 28.7088
H67 18.1530 9.0901 28.1978
H68 18.3453 7.6703 25.9791
H69 16.6790 7.2765 26.2834
H70 17.8323 6.9114 27.5118
H71 17.2739 10.8890 26.7128
C27 11.2715 2.9774 21.4659
C28 12.5900 2.9910 20.7076
C29 13.8148 2.7973 21.5657
O11 12.4541 1.7872 19.9604
H72 11.1683 3.7730 22.2038
H73 11.0701 2.1164 22.1033
H74 10.4881 3.0227 20.7094
H75 12.7235 3.8557 20.0575
H76 14.7449 2.5412 21.0583
H77 13.7367 1.9284 22.2192
H78 14.0785 3.6764 22.1538
H79 11.9338 1.9734 19.1754
C30 20.6369 6.9822 22.1605
C31 20.7964 6.9025 23.7079
C32 22.0053 6.0737 24.0939
O12 20.9457 8.1910 24.2191
H80 19.6468 7.2858 21.8207
H81 20.7111 5.9414 21.8453
H82 21.4003 7.5951 21.6812
H83 19.8662 6.5878 24.1809
H84 21.8864 5.0468 23.7484
H85 22.3254 6.0040 25.1335
H86 22.8679 6.3376 23.4821
H87 20.1117 8.5941 23.9672
C33 16.0393 2.9683 33.3200
C34 15.3388 2.0511 32.3089
C35 16.2473 1.8559 31.0966
O13 15.1934 0.8161 32.9929
H88 16.0823 3.9540 32.8567
H89 17.0437 2.5877 33.5053
H90 15.4052 3.0572 34.2022
H91 14.3539 2.4416 32.0527
H92 16.3678 2.7431 30.4751
H93 15.9150 1.1004 30.3846
H94 17.2479 1.5562 31.4082
H95 14.5644 0.3099 32.4736
C36 13.1867 -2.2300 29.5027
C37 13.7726 -1.1091 30.2945
C38 13.0445 0.2037 29.8716
O14 13.5841 -1.3507 31.7017
H96 12.1462 -2.3802 29.7905
H97 13.6689 -3.1803 29.7318
H98 13.2050 -2.0101 28.4352
H99 14.8493 -1.0169 30.1521
H100 13.3141 0.5479 28.8731
H101 13.2598 1.0177 30.5638
H102 11.9796 -0.0192 29.9377
H103 13.0931 -2.1547 31.8864
C39 18.2461 -3.6769 29.0198
C40 17.7466 -2.3078 28.5691
C41 18.7419 -1.2000 28.9852
O15 17.8037 -2.3672 27.1612
H104 17.7035 -4.5177 28.5876
H105 18.1445 -3.6916 30.1050
H106 19.3062 -3.8567 28.8409
H107 16.7477 -2.0129 28.8904
H108 18.8654 -1.2790 30.0653
H109 18.2736 -0.2366 28.7832
H110 19.6935 -1.2589 28.4570
H111 18.7200 -2.4199 26.8800

Values from the calculation:
HOMO-LUMO gap: 8.9 eV
F_max: 0.063 hartree/bohr

Atomic partial charges in e from the Mulliken method, atoms 1 to 8: -0.709 -0.396 0.619 0.046 0.095 0.309 -0.291 0.899

=====

Record 2
# C6H10FN

A cluster of 2 separate species, C6H10FN in total in a non-equilibrium geometry (ωB97M-V/def2-TZVPD, OMol25).

Cartesian coordinates (Å):
C1 -0.7334 -0.3483 -1.1044
C2 0.0405 -0.0639 -0.0935
C3 -2.1759 -0.3329 -0.7123
C4 -0.6779 0.2660 1.1517
C5 -2.1157 0.3198 0.7404
C6 2.5701 -0.5770 -0.1080
N1 3.3236 0.5962 -0.3537
F1 2.8946 -1.1204 1.1135
H1 -0.3944 -0.6924 -2.1359
H2 -2.6805 0.2864 -1.3780
H3 -2.6224 -1.3005 -0.7932
H4 -0.4950 -0.4727 2.0702
H5 -0.2257 1.2600 1.3771
H6 -2.4505 1.4006 0.5862
H7 -2.7874 -0.3166 1.4756
H8 2.3127 -1.3746 -0.8816
H9 3.0005 1.0965 -1.2712
H10 3.2167 1.3738 0.3169

Values from the calculation:
HOMO-LUMO gap (spin up / spin down): 8.8 / 8.0 eV
F_max: 0.065 hartree/bohr
ΔE to the lowest compared entry with this formula, charge and spin: 4.3627 eV

Atomic partial charges in e from the Mulliken method, atoms 1 to 8: -0.414 -0.005 -0.710 -0.431 -0.402 0.080 -0.549 -0.248